This record from OMol25 describes an isolated molecule of C5H8. The level of theory is ωB97M-V/def2-TZVPD.

Summary:
* orbital gap: 10.05 eV
* relative energy (zero: lowest compared OMol25 entry of this formula, charge and spin): 157.11 kJ/mol
* SMILES: C=CC(=C)C
* molar mass: 68.1 g/mol
* total energy: -5312.539 eV

Geometry as XYZ:
```
13
Properties=species:S:1:pos:R:3:forces:R:3:lowdin_charge:R:1
C -0.38066 -0.89494 1.90463 -1.7 -1.3 -3.1 0.035
C -0.57074 -0.80688 0.53105 1.1 0.7 4.0 -0.123
C 0.09083 0.08395 -0.47163 1.1 -1.9 -1.3 -0.356
C 0.81623 -0.57331 -1.41860 -0.6 1.7 1.1 0.047
C -0.05797 1.54307 -0.55006 -2.5 1.6 2.1 -0.082
H 0.30732 -0.38485 2.47196 1.6 1.8 0.7 0.012
H -0.87899 -1.62958 2.57016 -0.1 0.3 -1.1 0.059
H -1.22835 -1.52727 0.15021 -1.0 -0.8 -0.7 0.073
H 1.35624 -0.17711 -2.27427 -0.3 0.5 0.3 0.067
H 0.99805 -1.57984 -1.23480 0.1 -1.9 0.0 0.034
H -0.66993 2.07320 0.27003 1.0 -1.3 -0.6 0.109
H -0.64891 1.83457 -1.38785 -0.1 0.1 -1.1 0.067
H 0.86688 2.03899 -0.56083 1.3 0.6 -0.3 0.058
```
Positions in Å, forces in eV/Å.